ORCA calculation (the ωB97M-V functional and the def2-TZVPD basis) on a structure of composition C24H61F6KN4O29S8.

Values from the calculation:
* LUMO energy: -2.18 eV
* energy: -7736.03408 Ha
* HOMO level: -8.68 eV
* energy relative to the best compared isomer or geometry (same formula, charge and spin): 156.81 kcal per mole
* frontier orbital gap: 6.5 eV

```
133
Properties=species:S:1:pos:R:3:forces:R:3
K -6.344 -14.224 -18.337 0.098 -0.187 -0.392
C -2.447 -17.404 -19.294 1.098 0.005 -2.997
F -1.228 -17.832 -18.905 -0.910 0.650 -0.158
F -3.332 -18.297 -18.988 -1.008 -0.888 0.807
F -2.751 -16.240 -18.765 0.017 0.696 1.051
S -2.468 -17.165 -21.234 -1.197 -2.446 -1.973
O -1.391 -16.288 -21.565 0.178 0.566 0.828
O -2.396 -18.508 -21.842 -0.340 1.881 2.079
N -4.042 -16.447 -21.562 2.512 -2.266 2.972
S -3.896 -15.977 -23.020 0.337 1.953 -4.154
O -3.493 -14.575 -23.098 -0.957 -0.644 -0.015
O -3.164 -16.835 -23.955 -1.299 0.460 1.022
C -5.795 -16.012 -23.555 3.868 -1.126 2.045
F -5.916 -15.576 -24.775 -0.812 0.522 -0.346
F -6.240 -17.275 -23.461 -0.529 0.668 -0.115
F -6.356 -15.238 -22.612 -1.210 0.067 -0.722
C -7.357 -20.232 -19.123 -0.560 1.118 0.428
O -7.341 -18.774 -19.260 0.277 -0.782 0.011
H -6.618 -20.759 -19.727 -0.090 0.243 -0.088
H -7.209 -20.465 -18.068 0.215 -0.083 -0.021
H -8.377 -20.531 -19.365 0.170 -0.246 -0.243
H -6.595 -18.518 -19.808 0.089 -0.133 -0.131
O -16.356 -20.382 -26.578 1.756 -0.233 0.556
S -15.095 -20.619 -25.902 0.103 0.179 0.328
O -14.664 -21.975 -25.581 -0.532 1.805 -0.308
O -13.913 -19.894 -26.768 0.263 -0.477 0.573
C -12.507 -20.189 -26.382 0.847 0.222 -0.972
C -11.505 -19.620 -27.436 -0.892 0.201 0.097
C -15.077 -19.593 -24.364 -0.428 -0.646 -0.901
H -12.341 -21.266 -26.398 -0.420 0.034 0.361
H -12.264 -19.770 -25.405 -0.390 -0.060 0.098
H -11.705 -20.131 -28.378 0.106 0.279 -0.112
H -10.449 -19.741 -27.196 -0.150 -0.767 0.496
H -11.530 -18.537 -27.561 -0.713 0.028 -0.124
H -15.492 -18.595 -24.502 0.250 -0.078 -0.621
H -14.048 -19.543 -24.006 -0.290 -0.226 0.248
H -15.799 -20.094 -23.720 0.493 -0.259 0.285
O -12.165 -12.891 -20.227 -1.277 0.850 -0.412
S -13.399 -12.567 -20.912 -1.526 -1.691 -0.667
O -14.425 -13.639 -21.031 2.051 2.743 0.116
O -14.064 -11.246 -20.173 1.847 -1.306 -0.652
C -15.278 -10.652 -20.632 -1.218 -1.436 -0.354
C -15.988 -10.118 -19.393 0.940 0.755 -0.962
C -12.949 -11.898 -22.580 0.146 0.772 1.211
H -15.876 -11.405 -21.146 -0.156 -0.475 0.325
H -15.119 -9.951 -21.451 0.467 0.670 0.506
H -15.331 -9.304 -19.087 -0.374 0.261 0.472
H -16.045 -10.830 -18.569 -0.178 -0.140 -0.386
H -16.952 -9.721 -19.710 -0.054 -0.031 0.350
H -12.401 -12.595 -23.214 -0.531 -0.360 0.285
H -12.248 -11.096 -22.347 0.129 -0.019 0.198
H -13.785 -11.389 -23.059 -0.215 -0.599 -0.016
O -8.198 -7.480 -22.367 1.529 -0.806 -0.326
S -7.113 -8.425 -22.582 -0.130 -1.846 -1.025
O -6.961 -9.575 -21.670 0.036 2.428 -1.854
O -7.345 -9.175 -24.129 0.538 -0.032 4.340
C -7.715 -8.460 -25.265 0.627 0.706 -1.006
C -8.100 -9.551 -26.273 0.297 1.029 -0.058
C -5.453 -7.526 -22.905 -1.721 -0.896 -0.269
H -6.805 -7.953 -25.585 0.067 0.243 -0.514
H -8.436 -7.672 -25.047 -0.425 -0.287 -0.061
H -7.884 -9.244 -27.296 -0.235 0.277 -0.015
H -9.162 -9.784 -26.188 0.275 -0.502 0.062
H -7.389 -10.354 -26.083 -0.577 -0.402 0.082
H -4.852 -8.145 -23.571 -0.112 -0.343 0.378
H -4.964 -7.332 -21.950 -0.243 0.131 -0.187
H -5.756 -6.662 -23.496 0.071 0.256 0.499
O 7.035 -14.351 -25.676 -1.331 1.589 1.142
S 6.061 -13.376 -25.167 0.086 0.124 -1.990
O 6.258 -12.588 -23.969 -0.221 -1.203 -1.376
O 5.789 -12.246 -26.356 0.206 -0.858 1.210
C 5.879 -12.584 -27.760 -0.415 -0.091 0.107
C 4.703 -12.022 -28.546 0.271 0.277 -0.704
C 4.426 -14.164 -25.220 0.667 -0.271 0.456
H 5.887 -13.661 -27.925 0.344 -0.070 0.288
H 6.816 -12.150 -28.112 -0.035 -0.119 -0.011
H 5.066 -11.938 -29.570 0.087 0.134 -0.188
H 4.406 -11.013 -28.258 0.041 -0.123 0.252
H 3.827 -12.659 -28.663 0.004 -0.088 0.676
H 3.660 -13.400 -25.086 0.122 -0.184 0.051
H 4.411 -14.944 -24.459 -0.056 0.357 0.384
H 4.310 -14.737 -26.140 0.194 0.533 -0.288
O -7.836 -13.814 -33.263 2.005 -1.284 0.417
S -6.419 -13.982 -32.952 -0.981 1.613 1.244
O -5.872 -12.899 -32.097 -0.206 -2.764 -1.655
O -6.161 -15.504 -32.306 -2.895 1.919 -0.698
C -4.904 -15.850 -31.868 3.374 0.450 -0.542
C -4.839 -17.136 -31.128 -1.645 -0.946 0.600
C -5.508 -14.174 -34.493 -0.207 0.771 0.659
H -4.421 -15.025 -31.344 -0.184 0.068 0.317
H -4.282 -16.048 -32.741 0.278 0.390 -0.431
H -5.131 -17.937 -31.807 0.083 -0.141 -0.025
H -5.610 -17.133 -30.358 0.156 -0.094 0.346
H -3.881 -17.410 -30.685 0.037 0.500 -0.163
H -5.926 -13.432 -35.173 -0.131 -0.138 0.032
H -5.663 -15.190 -34.857 0.237 0.174 0.066
H -4.486 -13.865 -34.273 0.087 -0.510 -0.141
O -2.576 -23.998 -28.017 0.245 -0.683 1.014
S -2.478 -24.479 -26.651 1.017 0.447 -0.709
O -3.160 -25.685 -26.254 1.215 0.782 -0.153
O -0.847 -24.574 -26.239 -1.489 0.466 -0.721
C 0.036 -23.617 -26.918 1.272 0.366 0.419
C 1.279 -23.324 -26.009 -1.051 -0.544 -0.218
C -3.006 -23.158 -25.598 -0.072 -0.588 0.266
H -0.425 -22.663 -27.172 -0.546 -0.235 0.144
H 0.387 -24.061 -27.849 -0.210 -0.134 0.038
H 1.021 -22.725 -25.136 -0.261 -0.325 0.157
H 2.059 -22.738 -26.496 -0.165 -0.225 -0.512
H 1.677 -24.298 -25.723 0.217 0.191 0.258
H -4.048 -23.426 -25.427 -0.096 0.501 -0.047
H -2.857 -22.205 -26.107 -0.088 -0.152 0.200
H -2.478 -23.244 -24.648 0.010 0.163 -0.122
C 1.549 -22.794 -19.323 1.073 -0.656 0.337
N 0.477 -23.561 -18.556 -0.599 0.053 -1.139
O 0.699 -24.423 -17.723 0.726 0.893 -0.602
O -0.636 -23.230 -18.914 -0.320 -0.070 0.350
H 1.942 -22.044 -18.637 -0.115 0.004 -0.163
H 1.198 -22.378 -20.268 -0.734 0.085 0.624
H 2.361 -23.454 -19.629 -0.045 -0.300 0.594
C -2.396 -13.912 -12.315 -0.767 -0.217 1.568
N -1.886 -13.605 -10.968 2.053 -0.553 2.238
O -2.093 -14.437 -10.047 0.242 1.914 -2.137
O -1.270 -12.555 -10.849 -0.645 -0.797 0.292
H -3.411 -13.682 -11.992 -0.692 -0.190 -1.439
H -2.268 -14.992 -12.396 -0.050 0.273 -0.637
H -1.967 -13.220 -13.039 -0.124 -0.434 0.128
C -2.233 -11.075 -27.517 -0.965 1.438 -0.475
N -1.044 -11.801 -27.164 2.011 -1.906 0.357
O -0.107 -11.173 -26.668 -1.101 -0.590 -0.385
O -1.002 -13.004 -27.458 -0.075 1.676 0.494
H -2.964 -11.728 -27.995 0.277 0.165 0.113
H -1.861 -10.269 -28.149 -0.224 -0.225 -0.490
H -2.646 -10.506 -26.684 0.104 -0.592 0.369
```
Forces are in eV/Å.


ORCA calculation (the ωB97M-V functional and the def2-TZVPD basis) on a structure of composition C24H62MnO18P4.

Values from the calculation:
* multiplicity: 6
* LUMO energy (spin up / spin down): 0.52 / 0.52 eV
* energy: -4822.71266 Ha
* HOMO level (spin up / spin down): -6.55 / -8.04 eV
* frontier orbital gap (spin up / spin down): 7.1 / 8.6 eV

```
109
Properties=species:S:1:pos:R:3:forces:R:3
Mn -3.191 -6.152 15.593 0.141 0.406 -0.018
O -4.620 -5.306 14.524 -1.204 0.320 0.100
H -5.474 -5.095 14.950 0.750 -0.268 -0.303
O -1.431 -5.703 16.289 0.642 0.648 0.701
H -1.186 -5.248 17.119 -0.319 -0.438 -0.876
C -4.392 -12.564 16.961 1.449 -0.022 -0.525
C -3.833 -11.156 16.532 -2.377 -1.209 0.892
O -3.151 -10.534 17.604 0.811 2.279 0.498
P -3.297 -8.923 17.920 0.665 0.644 0.659
O -3.440 -7.868 16.836 -0.395 -3.759 2.281
O -4.432 -8.927 19.099 2.665 0.609 -0.197
C -5.774 -8.978 18.845 -2.853 0.417 -2.243
C -6.629 -7.821 19.428 0.791 -1.096 0.646
O -1.994 -8.732 18.846 -0.974 -1.078 -1.786
C -1.924 -7.784 19.865 -1.321 0.899 2.463
C -1.149 -8.385 21.083 -0.070 0.831 -1.337
H -4.571 -13.141 16.054 -0.121 0.104 -0.179
H -3.598 -13.113 17.467 -0.002 -0.012 0.219
H -5.302 -12.640 17.555 0.129 0.681 0.099
H -3.200 -11.265 15.652 -0.197 0.375 0.041
H -4.763 -10.595 16.438 0.232 0.365 -1.267
H -5.912 -8.874 17.769 -0.114 -0.220 -0.382
H -6.159 -9.965 19.102 -0.055 0.002 0.305
H -7.572 -7.603 18.928 0.282 -0.297 -0.575
H -6.935 -8.172 20.414 0.280 0.757 0.466
H -5.997 -6.933 19.398 -0.262 0.008 0.480
H -1.760 -6.762 19.523 1.694 -0.227 -0.486
H -2.910 -7.522 20.250 -0.662 -0.821 0.124
H -1.688 -9.226 21.518 -0.017 -0.085 -0.358
H -0.172 -8.693 20.711 0.089 -0.109 0.387
H -1.051 -7.649 21.881 0.175 0.158 -0.151
C -6.973 -9.360 13.555 -1.022 -0.098 -2.420
C -5.793 -9.410 12.531 -0.748 -0.969 1.839
O -4.869 -8.785 13.407 2.714 0.980 -0.616
P -3.507 -8.167 12.850 0.023 1.633 1.939
O -2.757 -7.467 13.970 -1.009 -1.471 -2.689
O -3.942 -7.373 11.531 0.925 -0.034 1.233
C -4.815 -6.229 11.587 -1.511 -0.466 -2.083
C -5.446 -6.191 10.190 -0.331 1.036 0.004
O -2.722 -9.372 12.214 0.440 0.837 -0.246
C -1.396 -9.065 11.717 1.445 -1.740 -1.714
C -1.107 -10.228 10.721 -0.308 -0.925 1.223
H -7.920 -9.557 13.053 -0.177 -0.412 0.007
H -6.869 -10.056 14.388 0.311 0.314 -0.076
H -7.065 -8.309 13.830 0.239 -0.189 0.528
H -5.387 -10.397 12.311 -0.373 -0.363 0.186
H -5.895 -8.959 11.544 -0.360 0.706 0.360
H -5.605 -6.377 12.322 0.576 0.394 0.448
H -4.296 -5.270 11.595 0.235 -0.488 1.058
H -6.175 -6.937 9.876 0.610 -0.693 0.215
H -6.064 -5.296 10.120 0.137 0.430 0.146
H -4.619 -6.032 9.497 -0.236 -0.421 -0.391
H -1.181 -8.210 11.075 -1.350 0.901 0.501
H -0.685 -8.995 12.540 -0.273 -0.287 0.139
H -1.950 -10.361 10.044 0.079 0.453 -0.183
H -0.170 -10.248 10.165 -0.015 0.685 0.084
H -1.104 -11.159 11.287 0.052 -0.163 0.153
C -1.209 -3.669 7.563 0.335 0.920 -1.058
C -1.063 -4.378 8.864 -3.508 -1.044 -0.407
O 0.140 -4.314 9.426 4.508 -0.174 2.798
P 0.592 -4.974 10.849 -1.504 -0.698 -0.933
O 1.610 -4.192 11.558 -0.320 -0.561 -0.476
O 1.063 -6.520 10.356 -2.049 3.255 0.655
C 1.485 -7.232 11.493 1.115 -1.401 0.590
C 2.930 -7.545 11.307 1.223 0.174 -0.845
O -0.823 -5.193 11.709 2.612 0.397 -2.904
C -0.915 -4.546 12.965 -1.908 0.159 2.037
C -2.283 -3.832 13.172 0.633 -0.429 -1.489
H -0.538 -4.030 6.784 -0.196 -0.687 -0.006
H -2.252 -3.748 7.257 0.069 -0.195 -0.215
H -0.967 -2.607 7.511 -0.112 0.233 0.853
H -1.804 -4.042 9.590 -0.355 0.302 -0.070
H -1.317 -5.424 8.689 -0.206 -0.338 -0.185
H 1.279 -6.754 12.450 -0.166 0.210 -0.066
H 1.076 -8.242 11.523 -0.927 0.270 -0.195
H 3.084 -7.729 10.244 -0.320 -0.741 -0.168
H 3.638 -6.719 11.380 -0.122 0.127 1.045
H 3.177 -8.447 11.868 0.492 0.283 0.113
H -0.898 -5.385 13.660 0.197 0.297 0.460
H -0.145 -3.824 13.238 0.406 -0.360 -0.617
H -2.395 -2.932 12.568 0.739 0.750 0.443
H -3.116 -4.358 12.705 0.137 -0.783 0.994
H -2.383 -3.685 14.247 -0.407 0.147 -0.239
C -3.308 -3.208 21.366 -0.330 1.666 0.879
C -3.019 -4.307 20.454 0.137 -1.169 -0.945
O -4.271 -4.779 19.952 -1.911 -0.259 -2.471
P -4.838 -4.484 18.394 0.071 0.081 3.220
O -4.234 -5.398 17.419 -1.168 0.972 0.755
O -6.477 -4.560 18.585 2.488 -0.456 -0.738
C -6.962 -3.735 19.626 -0.174 1.059 2.094
C -8.221 -4.335 20.210 -0.267 -0.240 -0.701
O -4.583 -2.897 18.269 -0.182 -2.653 0.995
C -4.391 -2.458 16.954 -0.707 3.672 -0.870
C -5.099 -1.037 16.921 1.224 -1.432 0.368
H -3.863 -3.550 22.239 0.059 -0.135 0.031
H -2.413 -2.691 21.712 0.060 -0.033 -0.009
H -3.952 -2.490 20.859 0.127 0.224 0.003
H -2.385 -4.070 19.599 0.260 0.240 0.163
H -2.582 -5.138 21.006 0.138 -0.148 -0.209
H -6.241 -3.677 20.442 0.274 -0.195 -0.090
H -7.074 -2.692 19.329 -0.226 -0.094 -0.560
H -9.038 -4.140 19.515 -0.183 -0.505 -0.004
H -8.006 -5.398 20.324 -0.419 -0.107 -0.100
H -8.558 -3.977 21.183 0.497 0.392 -0.027
H -3.326 -2.250 16.847 -0.008 -0.653 -0.598
H -4.882 -3.059 16.190 0.681 -0.455 0.033
H -6.174 -1.193 16.841 0.089 0.444 -0.392
H -4.878 -0.561 17.876 -0.083 0.058 0.045
H -4.584 -0.449 16.161 -0.734 0.104 -0.314
```
Forces are in eV/Å.